[1]
The following is a DFT calculation (the ωB97M-V functional and the def2-TZVPD basis) of the ion C3H10N3O with charge +1 at a distorted geometry.

```
! RIJCOSX wB97M-V def2-TZVPD def2/J DEFGRID3
* xyz 1 1
C -0.4264 1.4973 0.4270
C -0.6518 0.1574 -0.2318
N -0.3145 0.3285 -1.6253
O -2.0321 -0.3390 -0.2613
C 0.6774 -0.7752 0.3415
N 1.4853 -1.0540 -0.6046
N 0.9351 -1.1113 1.6147
H -0.8647 1.6773 1.3929
H -0.8980 2.3668 -0.1091
H 0.5842 1.6084 0.3856
H -0.3426 1.3205 -1.8283
H -1.1476 -0.1528 -2.1677
H -2.5431 -0.4433 0.5321
H 1.2106 -0.7306 -1.5606
H 2.4334 -1.4766 -0.4156
H 1.6995 -1.7120 1.8620
H 0.1953 -1.1614 2.2486
*
```

Values from the calculation:
Frontier orbital gap = 0.4304 Eh
Electronic energy = -359.55629 Eh
Highest occupied orbital energy = -0.5461 hartree
Max |F| = 0.06774 Eh/bohr

[2]
The following is a DFT calculation (the ωB97M-V functional and the def2-TZVPD basis) of a cluster of 3 separate species, C3H10N3O in total at a distorted geometry.

```
! RIJCOSX wB97M-V def2-TZVPD def2/J DEFGRID3
* xyz 1 1
C -2.8187 -0.2726 0.1765
C 1.5868 -1.7918 0.5895
C 1.0206 -0.4336 0.5997
N -0.6784 2.4087 0.1840
N 0.3494 0.0985 -0.3731
N 0.0231 -0.4266 -1.5642
O -3.5324 -1.0507 0.5445
H -1.6171 2.2713 0.3489
H 1.0387 -2.6772 0.1303
H 2.1440 -1.9523 1.5761
H 2.5820 -1.7628 -0.1259
H 1.1976 0.1079 1.5301
H -0.5843 3.2018 -0.5102
H -0.0462 1.0961 -0.1358
H -0.0590 -1.5037 -1.6502
H -0.3992 -0.0227 -2.4503
H -0.2069 2.7099 1.1301
*
```

Values from the calculation:
Frontier orbital gap = 0.3812 Eh
Electronic energy = -359.49469 Eh
Highest occupied orbital energy = -0.5053 hartree
Max |F| = 0.09054 Eh/bohr

[3]
The following is a DFT calculation (the ωB97M-V functional and the def2-TZVPD basis) of a cluster of 2 separate species, C3H10N3OPS in total at a distorted geometry.

```
! RIJCOSX wB97M-V def2-TZVPD def2/J DEFGRID3
* xyz 0 3
C -2.1279 0.0646 1.2251
C -1.6069 -0.2073 0.0567
C -1.1835 0.8014 -1.0350
N 2.4570 -0.5719 -1.8566
N 2.5430 -0.8364 0.6552
N 0.2899 0.9988 -0.7284
O 0.9639 -2.4916 -0.7491
P 1.5406 -1.1498 -0.6155
S 0.5584 1.8691 0.7213
H -2.2695 -0.8714 1.8694
H -2.6172 0.9448 1.3239
H -1.1771 -1.2263 0.0361
H -1.7087 1.7842 -0.8368
H -1.2829 0.1724 -1.9541
H 1.8058 -0.2811 -2.5422
H 2.9838 0.2542 -1.4108
H 2.4457 -1.1911 1.6257
H 3.0368 -0.0497 0.7393
H -0.5980 1.3550 1.4099
*
```

Values from the calculation:
Frontier orbital gap (spin up / spin down) = 0.2320 / 0.2938 Eh
Electronic energy = -1099.19699 Eh
Highest occupied orbital energy (spin up / spin down) = -0.2162 / -0.3596 hartree
Max |F| = 0.08966 Eh/bohr

[4]
The following is a DFT calculation (the ωB97M-V functional and the def2-TZVPD basis) of a structure of composition C3H10N3S at a distorted geometry.

```
! RIJCOSX wB97M-V def2-TZVPD def2/J DEFGRID3
* xyz 1 1
C 1.8954 0.5476 -0.3024
C 0.9685 1.3962 0.5864
C -1.8434 -0.1871 -0.0161
N -0.9706 -1.1237 0.3413
N -3.1270 -0.2443 -0.1574
N 1.4196 -0.8849 -0.4110
S -0.6007 1.8392 -0.1631
H 2.0118 1.1066 -1.1854
H 2.9003 0.4723 0.1165
H 0.8149 0.7961 1.4364
H 1.5039 2.3491 0.6906
H -1.2377 -2.0893 0.0373
H 0.0597 -1.0587 0.1985
H -3.6007 0.6589 -0.3449
H -3.7263 -1.0338 -0.0507
H 1.6651 -1.2531 -1.2865
H 1.8672 -1.2911 0.5105
*
```

Values from the calculation:
Frontier orbital gap = 0.3051 Eh
Electronic energy = -682.43778 Eh
Highest occupied orbital energy = -0.4860 hartree
Max |F| = 0.09628 Eh/bohr

[5]
The following is a DFT calculation (the ωB97M-V functional and the def2-TZVPD basis) of a cluster of 2 separate species, C3H10N3S in total at a distorted geometry.

```
! RIJCOSX wB97M-V def2-TZVPD def2/J DEFGRID3
* xyz 1 1
C 1.6241 0.4966 1.8051
C -1.1955 -1.0474 -1.1571
C -0.6747 0.4098 -1.4093
N 2.2205 1.1602 2.8763
N -1.4953 1.4786 -1.4390
N -0.2155 -1.9424 -0.4793
S 0.6463 1.3196 0.7973
H -2.1138 -1.0236 -0.4740
H -1.4656 -1.4378 -2.1777
H 0.3720 0.6201 -1.8022
H 2.8132 0.7428 3.6935
H 2.2481 2.1569 2.7924
H -2.4005 1.3870 -0.9697
H 1.8073 -0.4531 1.4644
H 0.6958 -2.0586 -1.0784
H -0.5934 -2.9017 -0.6483
H -0.9779 2.3545 -1.2913
*
```

Values from the calculation:
Frontier orbital gap = 0.3064 Eh
Electronic energy = -682.45667 Eh
Highest occupied orbital energy = -0.4681 hartree
Max |F| = 0.09103 Eh/bohr

[6]
The following is a DFT calculation (the ωB97M-V functional and the def2-TZVPD basis) of a cluster of 2 separate species, C3H10N3S in total at a distorted geometry.

```
! RIJCOSX wB97M-V def2-TZVPD def2/J DEFGRID3
* xyz 1 1
C -0.2909 0.8790 1.3918
C 0.9156 -0.9599 -1.6974
C 0.6241 -0.6261 -0.2887
N -1.1248 1.9132 1.3965
N 0.3630 0.2213 2.2447
N -0.1485 0.3653 0.0309
S 1.6920 -1.3437 0.8536
H 0.0897 -1.5955 -1.8898
H 0.8048 0.0394 -2.3122
H 1.7639 -1.5282 -1.8477
H -1.7164 -0.4564 -1.4597
H -1.3312 2.3920 2.3080
H -1.5822 2.4737 0.6984
H 0.2374 0.4318 3.2270
H -1.8969 -0.9193 -1.9887
H -0.7877 0.8181 -0.6694
H 2.3879 -2.1046 0.0027
*
```

Values from the calculation:
Frontier orbital gap = 0.3630 Eh
Electronic energy = -682.45085 Eh
Highest occupied orbital energy = -0.5199 hartree
Max |F| = 0.08472 Eh/bohr